ORCA calculation (ωB97M-V/def2-TZVPD) on an isolated molecule of C17H17N3O2S.

Geometry (Å):
C -4.8820 -2.2703 -0.2530
H -5.9499 -2.1754 -0.0720
H -4.4202 -2.6942 0.6360
H -4.7329 -2.9613 -1.0794
C -4.2711 -0.9100 -0.5742
C -2.7701 -1.0324 -0.8485
C -2.1655 0.3449 -1.1260
N -2.4264 1.2325 -0.0192
C -1.5010 1.7458 0.8150
O -1.7744 2.4673 1.7554
C -0.0805 1.3852 0.5215
C 0.5758 0.2560 0.8879
C 1.9562 0.2957 0.5611
C 2.3233 1.4948 -0.0537
N 3.5525 1.8014 -0.4660
C 4.4878 0.9088 -0.2626
C 5.8190 1.1938 -0.6706
C 6.8208 0.2986 -0.4748
C 6.5334 -0.9409 0.1449
C 5.2633 -1.2083 0.5285
N 4.2474 -0.3196 0.3389
C 2.9392 -0.7149 0.7866
O 2.7828 -1.8099 1.2851
H 4.9585 -2.1287 1.0066
H 7.3126 -1.6653 0.3115
H 7.8299 0.5206 -0.7845
H 5.9756 2.1530 -1.1349
S 0.9714 2.5634 -0.2265
H 0.1171 -0.5827 1.3790
C -3.8342 1.4214 0.2596
H -3.9142 2.1056 1.1058
C -4.4882 0.0772 0.5750
H -5.5547 0.2257 0.7493
H -4.0477 -0.3272 1.4886
H -4.3099 1.8758 -0.6170
H -1.0904 0.2683 -1.2918
H -2.6266 0.7723 -2.0253
H -2.5934 -1.6851 -1.7047
H -2.2769 -1.4713 0.0211
H -4.7564 -0.5106 -1.4728

The energy above the lowest of the compared OMol25 structures with the same formula, charge and spin is 59.9 kJ/mol. The calculation puts the total energy at -37306.7770 eV. For the HOMO-LUMO gap, the calculation gives 7.8 eV. The SMILES is CC1CCN(C(=O)c2cc3c(=O)n4ccccc4nc3s2)CC1. For the highest occupied orbital energy, the calculation gives -7.92 eV.

Results of the Löwdin charge analysis, in e, for atoms 1 through 6: -0.074 0.076 0.081 0.076 -0.394 -0.142